# 1
Formula: C26H33ClO2PbS2Si2
Source: OMol25
Level of theory: ωB97M-V/def2-TZVPD

## Properties
Net charge: 0
HOMO (alpha / beta) in eV: -7.63 / -6.68

Positions of all 67 atoms, in Å:
Pb: 9.5662 9.7891 14.4138
C: 7.2472 10.9761 17.0016
Si: 8.2263 9.3647 17.0526
C: 10.0007 9.4288 17.8300
C: 7.2338 8.1443 18.1160
C: 6.8456 8.0193 19.4434
C: 5.9943 6.9925 19.8978
C: 5.6404 5.9435 19.0040
C: 6.0792 6.0646 17.6798
C: 6.8243 7.1297 17.2245
Si: 7.5994 7.5809 15.5398
C: 6.1742 7.8752 14.2899
C: 8.7948 6.1002 15.0897
H: 6.2314 10.8786 17.4358
H: 7.1080 11.3718 15.9698
H: 7.8812 11.7129 17.5518
H: 9.7308 9.7439 18.8867
H: 10.6797 10.2181 17.4467
H: 10.4012 8.3931 17.8225
H: 7.1985 8.7906 20.0807
H: 5.7193 6.9959 20.9493
H: 5.0129 5.0962 19.3297
H: 5.8166 5.2757 16.9478
H: 5.2976 8.1129 14.8874
H: 6.0191 6.9781 13.7125
H: 6.3921 8.7078 13.5817
H: 9.1461 6.1653 14.0935
H: 8.1476 5.2030 15.1914
H: 9.6924 6.0274 15.7311
C: 5.3072 14.1397 14.0838
S: 5.2911 14.8558 15.7464
C: 6.7550 15.8860 15.8256
H: 4.7677 14.7478 13.4375
H: 4.7783 13.1933 14.0620
H: 6.2524 13.9548 13.6009
H: 7.3006 15.7560 14.8955
H: 7.3418 15.5234 16.6784
H: 6.4571 16.9367 15.9030
O: 9.1707 10.3278 6.6739
C: 8.6417 9.4542 7.6152
O: 8.4857 8.2958 7.2614
C: 8.3961 10.1049 8.9550
C: 7.3323 9.6651 9.7315
C: 7.1119 10.1724 11.0077
C: 8.0604 10.9895 11.6412
S: 7.9479 11.4896 13.2883
C: 9.0691 11.5698 10.7825
C: 9.2370 11.1160 9.4797
H: 8.8886 11.2724 6.8458
H: 6.7288 8.8035 9.4404
H: 6.2107 9.8491 11.5648
H: 9.7106 12.2954 11.2000
H: 10.2049 11.4013 9.0062
Cl: 12.5025 16.2282 14.1757
C: 12.4841 14.5346 14.2704
C: 12.7661 13.8887 15.5070
C: 12.7899 12.5104 15.5749
C: 12.6489 11.7157 14.3327
C: 12.7131 10.3557 14.4129
C: 12.2929 12.4283 13.1474
C: 12.2554 13.7896 13.1239
H: 12.9788 14.5132 16.3663
H: 13.0863 11.9912 16.5033
H: 12.9099 9.8614 15.3749
H: 12.8585 9.7474 13.5015
H: 12.1530 11.9250 12.1904
H: 12.0865 14.3626 12.2117

***

# 2
Formula: C37H99F3N9O13SV
Source: OMol25
Level of theory: ωB97M-V/def2-TZVPD

## Properties
Net charge: 0
2S+1: 3
HOMO (alpha / beta) in eV: -6.73 / -7.44

Positions of all 163 atoms, in Å:
O: 2.0243 3.3734 -0.4806
V: 2.7471 2.9473 0.8400
C: 0.4618 -1.5542 0.0108
F: -0.8085 -2.0294 0.0771
F: 1.3508 -2.1623 0.8440
F: 0.9325 -1.7040 -1.2303
S: 0.3158 0.3812 0.4649
O: -0.3686 0.4585 1.7835
O: 1.6343 1.0380 0.5024
O: -0.4505 1.0157 -0.6079
C: -2.5062 -6.3828 -3.6465
C: -1.4514 -5.5068 -2.8393
C: -1.9511 -4.2388 -2.1176
O: -2.3527 -3.2878 -3.1132
C: -3.0363 -2.1332 -2.5626
N: -0.8289 -6.4146 -1.8982
H: -3.3206 -6.5842 -2.9506
H: -1.9255 -7.2580 -3.9379
H: -2.8766 -5.8073 -4.4949
H: -0.7047 -5.1729 -3.5597
H: -1.2275 -3.7541 -1.4622
H: -2.8166 -4.5028 -1.5099
H: -2.4691 -1.6189 -1.7868
H: -4.0250 -2.2963 -2.1338
H: -3.1653 -1.4958 -3.4373
H: -1.5110 -6.7442 -1.2303
H: -0.7672 -7.2401 -2.4768
C: 2.5766 -5.4760 -0.2909
C: 1.7694 -6.1830 0.7607
C: 0.5337 -5.4621 1.2873
O: -0.0929 -6.1355 2.3606
C: -1.2313 -5.4594 2.8378
N: 1.3132 -7.3965 0.1117
H: 2.7867 -4.4556 0.0295
H: 1.9247 -5.2743 -1.1409
H: 3.4878 -5.9723 -0.6248
H: 2.4783 -6.5052 1.5234
H: -0.2649 -5.4059 0.5475
H: 0.7766 -4.4866 1.7085
H: -1.1591 -4.4307 3.1910
H: -1.6910 -6.0653 3.6185
H: -1.9419 -5.4485 2.0113
H: 0.7403 -7.9091 0.7668
H: 0.6840 -7.1258 -0.6305
C: 5.4546 0.6187 3.0362
C: 4.9315 1.5511 1.9671
C: 4.8622 0.9676 0.5297
O: 4.3169 1.8708 -0.2890
C: 4.3094 1.5403 -1.6953
N: 3.6283 1.8556 2.5140
H: 6.5143 0.4488 2.8460
H: 4.9353 -0.3362 3.1177
H: 5.3398 1.0734 4.0201
H: 5.6624 2.3595 1.9547
H: 4.0619 0.2315 0.6056
H: 5.8752 0.6101 0.3450
H: 3.8372 2.2367 -2.3882
H: 3.6601 0.6685 -1.7765
H: 5.3322 1.4249 -2.0540
H: 3.0112 1.0856 2.7292
H: 3.8164 2.2344 3.4312
C: -0.3822 4.0495 -3.3123
C: 0.6225 3.0491 -3.9176
C: 1.9940 3.7465 -4.2059
O: 1.7457 4.7402 -5.2317
C: 2.9598 5.1890 -5.8414
N: 0.8831 2.0483 -2.9258
H: -1.3624 3.5949 -3.1682
H: -0.5063 4.9009 -3.9814
H: 0.0714 4.5882 -2.4804
H: 0.2769 2.5713 -4.8343
H: 2.6923 3.0107 -4.6048
H: 2.4092 4.1673 -3.2902
H: 2.7448 5.7859 -6.7277
H: 3.6611 4.4209 -6.1672
H: 3.5475 5.8259 -5.1803
H: 1.2105 1.1850 -3.3353
H: 0.1271 1.8063 -2.3013
C: 1.4484 -2.1183 4.0242
C: 1.5674 -0.7637 4.7446
C: 2.8050 -0.5954 5.6570
O: 2.5685 0.4874 6.5082
C: 3.5109 0.5910 7.5725
N: 1.5757 0.3172 3.7704
H: 0.6340 -2.1466 3.3002
H: 1.4000 -2.9551 4.7209
H: 2.2857 -2.1727 3.3285
H: 0.6522 -0.6512 5.3259
H: 3.7036 -0.3100 5.1099
H: 2.9144 -1.5509 6.1699
H: 4.5305 0.4871 7.2013
H: 3.4322 -0.2038 8.3143
H: 3.4316 1.5526 8.0795
H: 0.7113 0.2704 3.2501
H: 1.5241 1.1878 4.2798
C: -0.8467 3.9548 1.1391
C: 0.3574 4.5712 1.8285
C: -0.0369 5.5199 2.9877
O: 1.0521 5.9741 3.7411
C: 0.7661 6.7840 4.8826
N: 1.2931 3.6021 2.3913
H: -1.1948 3.1294 1.7601
H: -0.6883 3.4477 0.1873
H: -1.6537 4.6716 0.9873
H: 0.8967 5.1804 1.1032
H: -0.7020 4.9923 3.6714
H: -0.6624 6.3604 2.6869
H: 0.2577 7.6762 4.5172
H: 1.6776 7.2314 5.2790
H: 0.2184 6.2500 5.6592
H: 0.8348 2.9640 3.0260
H: 1.7594 4.1705 3.0839
C: 2.6838 0.4939 -6.9158
C: 3.1984 -0.2037 -5.6191
C: 2.0367 -1.0472 -4.9756
O: 1.0309 -0.3283 -4.2987
C: -0.0971 -1.0950 -4.1076
N: 4.2938 -1.0842 -6.0132
H: 1.7923 1.0423 -6.6113
H: 2.4415 -0.1381 -7.7701
H: 3.4549 1.2306 -7.1412
H: 3.6222 0.5290 -4.9323
H: 2.4258 -1.7477 -4.2368
H: 1.6325 -1.5555 -5.8511
H: -0.4659 -1.3622 -5.0978
H: -0.8569 -0.4384 -3.6837
H: 0.0933 -1.9247 -3.4268
H: 4.8310 -0.5454 -6.6775
H: 3.9961 -1.8666 -6.5783
C: -3.9974 -3.0713 1.1273
C: -4.1958 -1.9412 2.1509
C: -5.2406 -2.3373 3.2487
O: -5.5711 -1.3239 4.1733
C: -6.1509 -1.8879 5.3184
N: -2.8758 -1.7936 2.7897
H: -4.8186 -3.0417 0.4111
H: -3.6785 -3.9961 1.6080
H: -3.1472 -2.7646 0.5181
H: -4.4899 -1.0075 1.6716
H: -4.8391 -3.2177 3.7506
H: -6.1755 -2.6071 2.7574
H: -6.4465 -1.0332 5.9270
H: -5.4899 -2.6232 5.7772
H: -7.1006 -2.3424 5.0365
H: -2.1959 -1.6569 2.0553
H: -2.8390 -1.0464 3.4683
C: -6.5084 3.7652 -0.5838
C: -5.2574 4.3911 -1.1263
C: -4.5873 3.6265 -2.2804
O: -4.3733 2.2287 -1.9137
C: -3.3383 2.0721 -0.9230
N: -5.4560 5.7189 -1.5058
H: -7.3153 3.7562 -1.3166
H: -6.9323 4.2774 0.2799
H: -6.3123 2.7357 -0.2843
H: -4.5993 4.3982 -0.2574
H: -3.7236 4.1590 -2.6786
H: -5.1719 3.6794 -3.1989
H: -3.5905 2.2708 0.1186
H: -2.4185 2.6113 -1.1496
H: -2.9925 1.0424 -0.8321
H: -5.9876 6.1444 -0.7598
H: -6.1582 5.6952 -2.2314

***

# 3
Formula: CH3NO2
Source: OMol25
Level of theory: ωB97M-V/def2-TZVPD

## Properties
Net charge: 0
Energy above the lowest of the compared OMol25 structures with the same formula, charge and spin in kJ/mol: 776.00
HOMO (alpha / beta) in eV: -10.48 / -10.18

Positions of all 7 atoms, in Å:
C: -0.8539 -0.0996 -0.0452
N: 0.4552 -0.6782 0.1076
O: 2.6827 -0.0107 -0.0033
O: 1.5471 0.4223 -0.1593
H: -1.6464 -0.8284 -0.1961
H: -1.2050 0.3382 0.9157
H: -0.9796 0.8565 -0.6193

***

# 4
Formula: C73H63N12O4PSn
Source: OMol25
Level of theory: ωB97M-V/def2-TZVPD

## Properties
Net charge: 0
Energy above the lowest of the compared OMol25 structures with the same formula, charge and spin in kJ/mol: 0.00
HOMO in eV: -6.70

Positions of all 154 atoms, in Å:
Sn: -0.9849 1.1264 0.8063
C: 4.2032 -2.5703 0.2619
N: 3.5304 -1.2869 0.2323
C: 2.2264 -1.0279 -0.1155
N: 1.9575 0.2494 -0.0113
C: 3.0897 0.8522 0.4398
C: 4.0885 -0.0841 0.5964
C: 5.5027 0.0626 0.9781
C: 6.3243 0.9231 0.2528
C: 7.6512 1.0947 0.6118
C: 8.1756 0.4035 1.6957
C: 7.3652 -0.4547 2.4239
C: 6.0348 -0.6207 2.0687
C: 3.1117 2.2979 0.7027
C: 3.9673 2.8673 1.6426
C: 3.9451 4.2344 1.8694
C: 3.0650 5.0465 1.1680
C: 2.1908 4.4822 0.2501
C: 2.2142 3.1162 0.0220
P: 1.0997 -2.3536 -0.6052
C: 0.0762 -1.5504 -1.8737
N: -0.6499 -0.4568 -1.8021
C: -1.1971 -0.2594 -3.0298
C: -0.7800 -1.2558 -3.8849
N: 0.0239 -2.0782 -3.1385
C: 0.7493 -3.2291 -3.6479
C: -1.0779 -1.4689 -5.3099
C: -0.7422 -0.4850 -6.2371
C: -1.0576 -0.6446 -7.5779
C: -1.7024 -1.7950 -8.0077
C: -2.0281 -2.7873 -7.0930
C: -1.7198 -2.6245 -5.7521
C: -2.2184 0.8103 -3.3112
C: -2.7199 2.9404 -3.4549
C: -4.1635 3.0977 -3.7833
C: -5.0256 2.1134 -4.0286
C: -4.6930 0.6919 -4.0085
C: -3.5178 0.1425 -3.6998
C: 0.0912 -2.5569 0.8932
N: -0.3975 -1.6686 1.7304
C: -0.8397 -2.3493 2.8221
C: -0.6341 -3.7006 2.6405
N: -0.0401 -3.8254 1.4097
C: 0.3327 -5.0784 0.7753
C: -0.9613 -4.8573 3.4924
C: -2.2865 -5.1162 3.8318
C: -2.6027 -6.1839 4.6573
C: -1.5987 -7.0071 5.1471
C: -0.2751 -6.7568 4.8129
C: 0.0417 -5.6848 3.9927
C: -1.3106 -1.6395 4.0220
C: -1.0873 -2.1502 5.2995
C: -1.4831 -1.4367 6.4212
C: -2.1012 -0.2016 6.2852
C: -2.3261 0.3153 5.0163
C: -1.9362 -0.4031 3.8996
H: 3.7238 -3.2412 -0.4467
H: 4.1572 -3.0167 1.2570
H: 5.2470 -2.4358 -0.0146
H: 5.9064 1.4679 -0.5839
H: 8.2777 1.7712 0.0459
H: 9.2107 0.5409 1.9777
H: 7.7651 -0.9859 3.2775
H: 5.3967 -1.2703 2.6559
H: 4.6336 2.2375 2.2201
H: 4.5956 4.6626 2.6205
H: 3.0373 6.1102 1.3628
H: 1.4683 5.1023 -0.2644
H: 1.5035 2.6509 -0.6499
H: 0.8345 -3.1368 -4.7281
H: 0.2290 -4.1576 -3.4114
H: 1.7444 -3.2624 -3.2121
H: -0.2109 0.3959 -5.8999
H: -0.7897 0.1261 -8.2885
H: -1.9473 -1.9210 -9.0536
H: -2.5324 -3.6853 -7.4236
H: -1.9977 -3.3889 -5.0361
H: -2.2579 3.9211 -3.3373
H: -4.5333 4.1158 -3.7809
H: -6.0573 2.3684 -4.2352
H: -5.4969 0.0107 -4.2614
H: -3.4644 -0.9394 -3.7348
H: -0.2054 -5.8867 1.2636
H: 1.4044 -5.2606 0.8607
H: 0.0634 -5.0573 -0.2782
H: -3.0657 -4.4670 3.4532
H: -3.6353 -6.3733 4.9183
H: -1.8463 -7.8387 5.7929
H: 0.5121 -7.3904 5.1993
H: 1.0767 -5.4748 3.7497
H: -0.5778 -3.0977 5.4272
H: -1.2932 -1.8436 7.4059
H: -2.4004 0.3566 7.1626
H: -2.8053 1.2765 4.8850
H: -2.1596 -0.0041 2.9177
C: -3.2975 -2.2348 0.4045
N: -3.5476 -1.0196 1.1547
C: -4.2522 -1.3305 2.3865
C: -4.3206 -0.0649 0.3678
C: -4.2737 1.3373 0.9349
C: -5.4849 1.9643 1.2116
C: -5.5197 3.2476 1.7379
C: -4.3298 3.9061 1.9960
C: -3.1186 3.2765 1.7267
C: -3.0557 1.9901 1.1822
H: -4.2313 -2.7664 0.1508
H: -2.6776 -2.9065 0.9996
H: -2.7658 -2.0021 -0.5170
H: -5.1952 -1.8651 2.1834
H: -4.4832 -0.4111 2.9244
H: -3.6273 -1.9503 3.0305
H: -5.3770 -0.3825 0.3171
H: -3.9488 -0.0935 -0.6604
H: -6.4141 1.4340 1.0270
H: -6.4695 3.7192 1.9574
H: -4.3389 4.9062 2.4126
H: -2.2008 3.8059 1.9484
C: 2.1606 -1.8298 4.0202
C: 2.1051 -0.3415 3.9946
N: 1.1914 0.3721 3.3831
C: 1.5006 1.6798 3.6368
C: 2.6292 1.7560 4.4143
N: 3.0005 0.4552 4.6295
C: 3.4938 2.8256 4.9676
O: 3.1826 4.0655 4.6677
O: 4.4566 2.5181 5.6402
C: 0.6853 2.7936 3.0772
O: 1.0230 3.9615 3.3108
O: -0.3454 2.4574 2.4143
H: 1.5990 -2.2122 3.1692
H: 1.7060 -2.2242 4.9324
H: 3.1894 -2.1914 3.9668
H: 3.7985 0.2086 5.1948
H: 2.3630 4.0915 4.0637
N: 2.9823 5.8752 -8.7099
C: 2.3969 5.2792 -7.9216
C: 1.6637 4.5340 -6.9361
C: 0.2794 4.4439 -7.0153
C: -0.4306 3.7266 -6.0674
C: 0.2414 3.0780 -5.0320
C: 1.6355 3.1604 -4.9633
C: 2.3379 3.8893 -5.8994
N: -0.4516 2.3109 -4.0731
C: -1.8536 1.9642 -4.2949
C: -2.3620 1.9766 -2.2789
N: -1.0364 2.3612 -1.8033
C: -0.1772 2.5325 -2.7171
H: -0.2449 4.9466 -7.8166
H: -1.5076 3.6874 -6.1350
H: 2.1710 2.6281 -4.1895
H: 3.4164 3.9461 -5.8450
H: -2.0615 1.7929 -5.3466
H: -3.0536 1.8912 -1.4493
H: 0.8347 2.8325 -2.4776

***

Short version: max |F| = 2.74, 4.67, 4.03, 0.47 eV/Å, in the order given.